{
  "formula": "C34H36N5O3SSeW",
  "method": "ωB97M-V/def2-TZVPD",
  "elements": ["W", "O", "C", "C", "C", "C", "C", "C", "C", "N", "N", "C", "O", "C", "C", "C", "C", "C", "C", "H", "H", "H", "H", "H", "H", "H", "H", "H", "H", "O", "N", "C", "C", "C", "C", "C", "S", "H", "H", "H", "H", "C", "C", "C", "C", "N", "C", "Se", "N", "C", "C", "C", "C", "C", "C", "C", "C", "C", "C", "H", "H", "H", "H", "H", "H", "H", "H", "H", "H", "H", "H", "H", "H", "H", "H", "H", "H", "H", "H", "H", "H"],
  "xyz": [[-1.889, 0.581, -0.272], [-1.412, 1.974, -1.313], [-2.176, 3.106, -1.374], [-1.812, 4.220, -2.116], [-2.691, 5.290, -2.193], [-3.936, 5.224, -1.583], [-4.294, 4.123, -0.822], [-3.400, 3.066, -0.663], [-3.597, 1.907, 0.241], [-2.625, 1.738, 1.196], [-2.915, 0.945, 2.275], [-2.814, -0.328, 2.073], [-2.537, -0.734, 0.813], [-2.892, -1.286, 3.158], [-3.125, -0.859, 4.470], [-3.112, -1.778, 5.501], [-2.866, -3.120, 5.234], [-2.635, -3.547, 3.934], [-2.652, -2.639, 2.894], [-0.858, 4.238, -2.620], [-2.401, 6.182, -2.725], [-4.631, 6.042, -1.691], [-5.247, 4.099, -0.319], [-4.625, 1.626, 0.519], [-3.308, 0.189, 4.650], [-3.293, -1.455, 6.516], [-2.858, -3.837, 6.042], [-2.447, -4.590, 3.736], [-2.482, -2.967, 1.878], [-0.810, -0.540, -1.504], [-1.141, -0.553, -2.834], [-0.175, -0.731, -3.758], [-0.488, -0.783, -5.089], [-1.830, -0.703, -5.487], [-2.803, -0.562, -4.529], [-2.455, -0.452, -3.175], [-3.614, -0.204, -1.937], [0.833, -0.831, -3.380], [0.297, -0.897, -5.819], [-2.092, -0.746, -6.532], [-3.852, -0.512, -4.774], [1.872, -1.184, 3.935], [2.790, -1.856, 2.922], [2.116, -2.978, 2.133], [1.007, -2.506, 1.186], [1.522, -1.631, 0.156], [1.334, -0.306, 0.055], [0.126, 0.703, 1.129], [2.042, 0.190, -0.975], [2.142, 1.576, -1.383], [3.511, 2.174, -1.036], [3.809, 2.235, 0.462], [2.925, 3.230, 1.205], [2.686, -0.863, -1.594], [3.479, -0.924, -2.735], [3.911, -2.174, -3.133], [3.573, -3.330, -2.423], [2.793, -3.278, -1.285], [2.350, -2.025, -0.875], [2.457, -0.557, 4.599], [1.356, -1.927, 4.537], [1.136, -0.544, 3.447], [3.633, -2.295, 3.455], [3.192, -1.103, 2.240], [1.668, -3.686, 2.830], [2.873, -3.511, 1.556], [0.245, -1.963, 1.752], [0.545, -3.369, 0.699], [1.344, 2.140, -0.887], [1.989, 1.624, -2.465], [3.543, 3.184, -1.445], [4.291, 1.596, -1.533], [4.851, 2.538, 0.578], [3.707, 1.244, 0.912], [2.856, 4.161, 0.648], [3.348, 3.446, 2.182], [1.922, 2.835, 1.365], [3.740, -0.039, -3.291], [4.512, -2.267, -4.023], [3.922, -4.287, -2.778], [2.534, -4.175, -0.748]],
  "atomic_forces_ev_per_a": [[1.4, -2.7, -4.4], [0.0, 2.9, -1.1], [-1.0, 1.2, -0.2], [0.1, -0.4, 0.2], [0.0, -0.1, 0.1], [0.0, 0.0, 0.0], [0.2, -0.4, 0.2], [0.6, 0.2, -0.8], [-0.6, 1.6, 1.0], [-0.9, -0.8, 1.0], [-0.3, 0.7, 0.4], [0.1, 0.2, 0.6], [-2.1, -1.9, 2.8], [0.0, -0.5, 0.0], [0.0, 0.0, -0.3], [0.0, 0.0, 0.0], [0.0, 0.1, -0.1], [0.0, -0.1, 0.1], [0.0, 0.2, -0.1], [0.1, 0.0, -0.1], [0.0, 0.0, -0.2], [0.0, 0.1, 0.0], [-0.2, 0.0, 0.1], [0.5, -0.2, -0.3], [0.0, 0.1, 0.1], [0.0, 0.0, 0.0], [0.0, 0.0, 0.1], [0.0, -0.1, 0.0], [0.0, 0.0, 0.0], [0.6, -0.3, -1.0], [-0.8, -0.1, -0.1], [0.3, -0.1, 0.0], [-0.2, 0.0, 0.1], [0.2, 0.0, 0.3], [0.1, 0.0, 0.2], [0.3, -0.1, -0.1], [0.4, 0.3, 0.5], [0.0, 0.0, 0.1], [0.1, 0.0, 0.0], [0.0, 0.0, -0.1], [-0.1, 0.0, -0.1], [0.1, 0.1, -0.2], [-0.2, -0.2, 0.1], [0.1, 0.3, -0.1], [-0.1, -0.5, 0.7], [0.0, 0.8, -0.3], [-0.1, 0.1, 0.1], [1.5, 0.1, 0.7], [-0.4, -0.5, 0.6], [0.2, 0.8, -0.1], [0.0, -0.2, 0.2], [-0.1, 0.2, -0.1], [0.1, -0.2, 0.0], [0.1, -0.8, 0.2], [0.0, 0.0, 0.0], [-0.1, 0.1, -0.1], [-0.1, -0.1, 0.1], [0.0, 0.0, 0.0], [0.4, 0.4, -0.6], [0.0, 0.1, 0.1], [-0.1, -0.1, 0.1], [-0.1, 0.0, 0.1], [0.1, 0.1, -0.1], [0.2, 0.0, -0.1], [0.0, -0.1, 0.0], [0.0, -0.1, 0.0], [0.0, -0.1, -0.2], [-0.1, 0.1, 0.0], [0.1, -0.2, -0.2], [-0.1, -0.1, 0.1], [0.0, 0.0, -0.1], [0.0, 0.0, -0.1], [0.0, -0.1, 0.0], [0.1, -0.1, 0.0], [0.0, 0.2, 0.0], [0.0, 0.1, 0.1], [0.0, 0.1, 0.0], [0.1, 0.1, -0.1], [0.1, 0.0, -0.1], [0.0, -0.1, 0.0], [0.0, -0.1, 0.1]],
  "homo_lumo_gap_ev": [7.359, 5.726],
  "homo_ha": [-0.5156, -0.5185],
  "multiplicity": 2,
  "total_charge": 2,
  "max_force_ev_per_a": 5.37,
  "de_lowest_ev": 2.7359
}